Computed, not measured: a molecular structure, C17H23CaClN2O8S, with ωB97M-V with the def2-TZVPD basis set.

As for the charge: 0. As for the molar mass: 490.975 u. The energy above the lowest of the compared OMol25 structures with the same formula, charge and spin comes out at 0.0 kJ/mol. As for the strongest force on any atom: 1.6 eV/A. The orbital gap is 0.095 Eh. The total energy comes out at -2908.9540 a.u.

CARTESIAN COORDINATES (ANGSTROEM)
C: 1.49 4.02 -4.91
C: 0.03 4.15 -4.55
O: -0.85 3.82 -5.30
O: -0.28 4.77 -3.38
C: 0.38 4.46 -2.15
C: -0.22 3.22 -1.51
C: 0.31 1.89 -2.06
C: 1.12 1.05 -1.13
C: 1.69 1.46 0.00
C: 2.49 0.53 0.82
O: 2.67 0.73 2.00
C: 3.01 -0.69 0.15
C: 2.42 -1.13 -0.96
C: 1.31 -0.39 -1.55
O: 0.54 -0.87 -2.37
H: 1.84 4.97 -5.32
H: 1.58 3.26 -5.68
H: 2.14 3.75 -4.08
H: 0.25 5.33 -1.51
H: 1.46 4.34 -2.29
H: -1.29 3.27 -1.69
H: -0.09 3.29 -0.43
H: -0.50 1.28 -2.46
H: 0.96 2.08 -2.93
H: 1.61 2.48 0.36
H: 3.84 -1.20 0.61
H: 2.77 -2.02 -1.47
Cl: 5.70 -0.39 -0.78
C: -1.21 -5.88 2.08
C: -1.88 -4.72 1.35
N: -1.26 -3.43 1.66
C: -0.88 -2.47 0.74
C: -0.38 -1.43 1.45
N: -0.46 -1.75 2.77
C: -0.99 -2.96 2.88
C: -0.01 -0.88 3.86
H: -1.29 -5.78 3.16
H: -1.69 -6.81 1.80
H: -0.15 -5.94 1.81
H: -2.94 -4.67 1.61
H: -1.80 -4.85 0.27
H: -0.99 -2.61 -0.32
H: 0.02 -0.48 1.13
H: -1.17 -3.47 3.81
H: 0.79 -1.36 4.41
H: -0.86 -0.65 4.50
H: 0.35 0.05 3.42
O: -1.86 1.17 1.40
S: -2.93 0.84 2.32
O: -2.60 0.88 3.72
O: -3.25 -0.69 2.01
O: -4.22 1.47 1.94
Ca: -4.71 -1.00 0.81